1.
{"formula": "C5H8O2", "method": "the ωB97M-V functional and the def2-TZVPD basis", "species": ["C", "C", "C", "C", "C", "H", "H", "H", "H", "H", "H", "H", "H", "O", "O"], "positions_angstrom": [[-2.5326, 0.0742, -0.3527], [-1.3584, -0.3225, 0.4031], [0.0112, -0.7885, -0.1572], [1.8472, 0.0537, -0.2738], [-0.1090, 0.6587, 0.5602], [-3.1558, -0.7588, -0.6506], [-2.4744, 0.7483, -1.3859], [-3.1363, 0.6672, 0.3427], [-1.5552, -0.4291, 1.3539], [-0.1299, -0.6698, -1.2663], [2.0232, -0.0193, -1.3959], [2.7636, 0.5128, 0.3288], [0.1982, 0.5723, 1.6982], [1.3557, -1.0499, 0.1616], [0.9338, 1.2152, -0.1744]], "forces_ev_per_angstrom": [[-1.8832, 1.4102, -3.5591], [4.2129, 1.9534, -3.5410], [-3.2853, 1.1582, 0.0527], [5.4259, 6.2660, -2.4937], [0.2892, -2.0965, 1.3617], [-0.1994, -0.4205, -0.0012], [0.6028, -1.7611, 2.7931], [0.0776, 0.0503, -0.2210], [-1.1139, -1.1855, 4.8051], [0.5916, 0.0995, 0.9185], [0.3533, 0.3151, 1.0759], [-1.2762, -1.8244, -1.2990], [-0.5006, -0.0223, -2.2267], [-2.5127, -4.2873, 2.3636], [-0.7820, 0.3449, -0.0289]], "lumo_energy_ha": 0.0334, "charge": 0, "gap_ev": 9.3, "relative_energy_kj_mol": 698.52}



2.
{"formula": "C9H9N2OP", "method": "the ωB97M-V functional and the def2-TZVPD basis", "species": ["O", "C", "C", "N", "C", "C", "C", "C", "C", "C", "N", "C", "P", "H", "H", "H", "H", "H", "H", "H", "H", "H"], "positions_angstrom": [[-0.5455, 3.9455, 0.0506], [-0.3159, 2.6066, -0.0345], [-0.9407, 1.4100, 0.2046], [-0.0665, 0.4611, -0.1648], [-0.2418, -0.9148, 0.0768], [-1.5217, -1.4375, 0.3506], [-1.5787, -2.8167, 0.5867], [-0.5066, -3.7006, 0.4823], [0.7343, -3.1898, 0.1540], [0.8649, -1.8061, 0.0319], [1.0511, 0.9436, -0.7128], [0.9635, 2.2470, -0.6603], [2.2256, 3.1445, -1.7368], [-1.0867, 4.0449, 0.8668], [-1.8856, 1.2404, 0.5672], [-2.4202, -0.7351, 0.5154], [-2.4748, -3.1667, 0.9140], [-0.5436, -4.7014, 0.7300], [1.4727, -3.9133, 0.1925], [1.8675, -1.3195, -0.1393], [3.2724, 3.1371, -0.8595], [1.6765, 4.5206, -1.4153]], "forces_ev_per_angstrom": [[-1.8683, -0.2931, 1.7555], [3.0203, 0.0563, -1.9840], [1.3147, 2.4594, -0.2439], [0.2751, -1.3814, 0.0484], [0.0572, -1.5902, -0.1852], [0.2979, 0.6089, 0.4542], [1.2960, 0.9875, -0.4943], [-0.1406, 2.7617, -0.4910], [-1.9255, 1.7492, 0.6816], [1.2084, 1.2961, -0.7126], [0.1679, -0.7247, 0.0775], [-0.6272, 0.2537, -0.2740], [-2.4934, 1.1692, 0.2212], [0.3903, 0.4943, -0.8710], [-1.7567, -0.5414, 0.8732], [1.4776, -1.5601, -0.4531], [-2.5615, -1.1748, 0.7579], [-0.6538, -1.9624, 0.3705], [2.0809, -0.6291, -0.3294], [-1.2181, -0.7270, 0.1319], [0.7467, 0.2525, 0.9067], [0.9116, -1.5045, -0.2403]], "lumo_energy_ha": 0.0206, "charge": 0, "gap_ev": 8.7, "relative_energy_kj_mol": 74.46, "smiles": "Oc1cn(-c2ccccc2)nc1P"}



3.
{"formula": "C3H2F2", "method": "the ωB97M-V functional and the def2-TZVPD basis", "species": ["C", "C", "C", "F", "F", "H", "H"], "positions_angstrom": [[-0.4680, 0.6772, 0.2614], [0.3165, -0.2417, 0.7251], [0.1716, -0.3160, -0.7298], [-1.3610, 1.7101, 0.3465], [0.8908, -0.6855, 1.8237], [-0.4469, -1.1030, -0.8980], [0.8971, -0.0411, -1.5289]], "forces_ev_per_angstrom": [[-2.8553, 9.1443, -5.5077], [2.8727, -7.9517, 4.1793], [1.2608, 3.1120, 1.3635], [-0.0160, -2.2414, 0.3639], [1.1209, 0.4829, -0.0422], [-1.9156, -2.5117, -1.1968], [-0.4675, -0.0344, 0.8401]], "lumo_energy_ha": [0.0300, -0.0736], "charge": 0, "gap_ev": [5.8, 10.0], "relative_energy_kj_mol": 312.15, "spin_multiplicity": 3}



4.
{"formula": "C21H35ClN4O3SSiV", "method": "the ωB97M-V functional and the def2-TZVPD basis", "species": ["V", "O", "C", "C", "C", "C", "C", "C", "C", "C", "N", "H", "H", "H", "H", "H", "H", "H", "H", "H", "H", "H", "N", "C", "C", "C", "N", "H", "H", "H", "H", "H", "H", "H", "H", "H", "H", "C", "Si", "C", "C", "C", "C", "C", "C", "N", "C", "S", "H", "H", "H", "H", "H", "H", "H", "H", "H", "H", "H", "H", "Cl", "C", "C", "O", "O", "H", "H"], "positions_angstrom": [[0.8430, 0.0090, 0.1821], [-1.2068, -0.8172, -0.2131], [-1.9547, -1.4258, -1.2664], [-2.8083, -2.5934, -0.8009], [-2.0316, -3.7972, -0.2507], [-1.0848, -4.3676, -1.2693], [-1.5123, -5.2734, -2.2359], [-0.6166, -5.7001, -3.2001], [0.6808, -5.2095, -3.1751], [1.0231, -4.3225, -2.1691], [0.1693, -3.9140, -1.2325], [-1.7576, -0.3450, 0.4299], [-1.2108, -1.7339, -2.0008], [-2.5879, -0.6701, -1.7387], [-3.4126, -2.9132, -1.6564], [-3.5131, -2.2490, -0.0387], [-2.7466, -4.5603, 0.0625], [-1.4626, -3.5011, 0.6313], [-2.5343, -5.6299, -2.2265], [-0.9260, -6.4029, -3.9632], [1.4117, -5.5090, -3.9129], [2.0237, -3.9083, -2.1103], [2.7028, 0.7167, 1.0196], [3.8670, -0.1650, 1.1825], [3.5241, -1.4483, 1.9237], [2.7102, -2.4404, 1.1076], [1.3148, -2.0171, 0.9114], [2.9167, 1.4013, 0.2921], [2.4957, 1.2187, 1.8779], [4.6829, 0.3551, 1.6937], [4.2208, -0.4068, 0.1775], [2.9960, -1.2109, 2.8548], [4.4579, -1.9349, 2.2179], [2.7528, -3.4304, 1.5735], [3.1543, -2.5326, 0.1129], [0.7943, -2.1483, 1.7762], [0.8779, -2.6269, 0.2124], [-1.0159, 5.7053, 3.0206], [-2.0117, 4.2077, 2.5102], [-3.7116, 4.7665, 1.9612], [-2.2134, 3.0830, 3.9779], [-1.1562, 3.4802, 0.9928], [-1.1511, 4.2898, -0.1439], [-0.5374, 3.8812, -1.3204], [0.0900, 2.6546, -1.3382], [0.1200, 1.8541, -0.2645], [-0.5047, 2.2449, 0.8805], [-0.3790, 1.0023, 2.1192], [-1.4859, 6.2182, 3.8631], [-0.9231, 6.4198, 2.2000], [-0.0080, 5.4128, 3.3223], [-4.2418, 5.2417, 2.7899], [-4.3064, 3.9137, 1.6265], [-3.6669, 5.4839, 1.1403], [-2.7620, 3.6320, 4.7493], [-1.2557, 2.7649, 4.3862], [-2.7754, 2.1838, 3.7243], [-1.6357, 5.2602, -0.1167], [-0.5343, 4.5008, -2.2061], [0.6084, 2.2969, -2.2188], [2.0128, 1.2977, -4.7903], [2.5764, -0.0682, -3.7800], [2.3953, 0.2531, -2.3008], [3.0136, 1.1956, -1.8087], [1.5767, -0.5190, -1.6883], [3.6318, -0.2135, -3.9982], [1.9980, -0.9394, -4.0683]], "forces_ev_per_angstrom": [[0.0316, -0.5599, -0.1240], [0.1444, -0.2182, 0.1790], [0.0886, 0.1576, -0.0409], [-0.0436, -0.0023, -0.0236], [-0.0176, 0.0149, 0.0226], [-0.0045, 0.0327, 0.0796], [0.0203, 0.0345, -0.0181], [0.0121, 0.0032, -0.0053], [-0.0158, -0.0195, 0.0074], [0.0079, -0.0038, -0.0265], [0.0400, 0.0181, -0.0537], [-0.0645, 0.0282, -0.0683], [-0.0002, -0.0480, 0.0233], [-0.0161, -0.0108, -0.0012], [0.0134, -0.0056, 0.0096], [0.0055, 0.0342, 0.0028], [-0.0024, -0.0068, -0.0064], [0.0154, 0.0324, -0.0187], [-0.0040, 0.0013, -0.0024], [0.0068, 0.0009, 0.0033], [0.0027, 0.0019, -0.0015], [0.0065, -0.0090, -0.0018], [0.1664, 0.1079, 0.0260], [-0.0151, 0.0278, -0.0697], [0.0314, -0.0191, 0.0940], [-0.0598, -0.0142, -0.1105], [-0.0401, -0.1608, 0.0550], [-0.0204, -0.0143, -0.0269], [0.0123, -0.0101, -0.0014], [0.0002, -0.0128, 0.0272], [0.0099, -0.0028, 0.0097], [-0.0001, 0.0020, -0.0077], [-0.0044, 0.0005, -0.0104], [0.0263, -0.0008, 0.0184], [0.0141, 0.0011, 0.0145], [0.0477, -0.0010, -0.0312], [-0.0042, -0.0003, 0.0659], [0.0520, 0.0741, 0.0246], [0.0672, -0.0463, -0.0507], [-0.0809, 0.0037, -0.0263], [-0.0449, -0.0539, 0.0524], [-0.0293, 0.0397, -0.0114], [0.0227, -0.0429, -0.0204], [-0.0128, 0.0235, -0.0124], [0.0785, -0.0452, 0.0154], [-0.2790, 0.7136, 0.0073], [0.0068, -0.1857, 0.0372], [-0.0885, 0.1699, -0.1006], [0.0056, 0.0078, 0.0005], [0.0080, 0.0080, 0.0040], [0.0049, 0.0060, 0.0058], [-0.0089, 0.0036, 0.0011], [-0.0134, 0.0072, -0.0007], [-0.0068, 0.0077, -0.0085], [-0.0013, -0.0169, 0.0147], [0.0121, 0.0029, 0.0105], [-0.0009, 0.0001, 0.0141], [-0.0088, 0.0071, 0.0081], [-0.0044, 0.0121, 0.0083], [0.0048, -0.0068, -0.0039], [0.0036, -0.0130, 0.0318], [0.0841, -0.0300, -0.1130], [-0.1964, -0.0427, 0.1118], [0.0670, -0.0044, -0.0069], [-0.0291, 0.0035, 0.0151], [-0.0092, 0.0199, -0.0291], [0.0067, -0.0018, 0.0332]], "lumo_energy_ha": [0.0176, 0.0176], "charge": 0, "gap_ev": [6.3, 5.6], "relative_energy_kj_mol": 5.46, "spin_multiplicity": 2}



5.
{"formula": "C46H47CaN4O8P4S", "method": "the ωB97M-V functional and the def2-TZVPD basis", "species": ["Ca", "C", "C", "C", "C", "C", "C", "N", "N", "C", "C", "C", "C", "C", "C", "H", "H", "H", "H", "H", "H", "H", "H", "H", "O", "P", "O", "O", "O", "P", "O", "O", "O", "H", "H", "O", "C", "C", "C", "C", "C", "C", "N", "H", "H", "H", "H", "H", "H", "H", "C", "S", "C", "C", "C", "N", "P", "C", "C", "C", "C", "C", "C", "C", "C", "C", "C", "C", "C", "P", "C", "C", "C", "C", "C", "C", "C", "C", "C", "C", "C", "C", "H", "H", "H", "H", "H", "H", "H", "H", "H", "H", "H", "H", "H", "H", "H", "H", "H", "H", "H", "H", "H", "H", "H", "H", "H", "H", "H", "H", "H"], "positions_angstrom": [[0.0025, 0.6674, -0.7200], [-5.3024, 2.4949, 1.4232], [-4.6969, 1.6296, 0.4037], [-3.4797, 1.1164, 0.5580], [-2.6911, 1.3319, 1.8064], [-3.2915, 2.3044, 2.8654], [-4.6536, 2.8263, 2.5380], [-1.2696, 1.5076, 1.4559], [-0.6480, 2.2208, 2.2475], [0.7807, 2.2662, 2.0959], [1.3897, 3.1422, 3.0013], [2.7678, 3.2391, 3.0247], [3.5051, 2.4414, 2.1478], [2.8592, 1.5835, 1.2676], [1.4627, 1.4453, 1.1910], [-6.2908, 2.8970, 1.2333], [-5.2443, 1.4506, -0.5135], [-3.0135, 0.5199, -0.2197], [-2.6043, 3.1158, 3.1113], [-5.1077, 3.5037, 3.2549], [0.7688, 3.7242, 3.6747], [3.2647, 3.9121, 3.7134], [4.5899, 2.4961, 2.1569], [3.4857, 0.9866, 0.6034], [-3.0266, 2.6938, -3.5627], [-1.7396, 1.8168, -3.1540], [-0.6439, 1.9798, -4.1337], [-1.4940, 2.0370, -1.6886], [-2.3885, 0.3058, -3.3121], [-1.6406, -1.0614, -2.9048], [-2.8098, -2.1277, -3.1993], [-0.4745, -1.3740, -3.7723], [-1.3690, -1.0087, -1.4182], [-3.0139, 2.8239, -4.5168], [-3.5706, -1.9490, -2.6350], [1.5063, -0.1838, -2.4110], [2.1543, 0.6527, -3.3481], [2.1753, 2.0987, -2.9167], [2.8131, 3.0466, -3.7144], [2.8092, 4.3652, -3.3125], [2.1810, 4.7055, -2.1198], [1.5837, 3.6989, -1.3889], [1.5801, 2.4231, -1.7786], [0.8438, -0.7248, -2.9180], [1.6431, 0.5958, -4.3124], [3.1890, 0.3145, -3.4779], [3.2835, 2.7427, -4.6414], [3.2858, 5.1250, -3.9199], [2.1534, 5.7267, -1.7655], [1.0903, 3.9046, -0.4451], [0.3381, -6.2439, 5.6082], [0.6786, -7.1063, 4.0604], [-0.5865, -6.4122, 2.9573], [-0.1880, -5.1567, 2.1928], [-0.0117, -3.9388, 3.0934], [0.2287, -2.6847, 2.3835], [-1.0129, -1.6712, 1.7458], [-1.6035, -0.6789, 3.1490], [-2.8312, 0.1507, 2.8586], [-3.2713, 1.1753, 3.9367], [-2.3129, 1.3491, 5.0737], [-1.2436, 0.5734, 5.2285], [-0.8898, -0.4716, 4.2575], [-2.4344, -2.8274, 1.5699], [-2.7299, -3.3114, 0.2961], [-3.7708, -4.2114, 0.1063], [-4.5384, -4.6246, 1.1854], [-4.2683, -4.1302, 2.4558], [-3.2242, -3.2370, 2.6441], [1.7853, -2.1340, 1.8586], [2.8714, -2.9406, 3.1000], [3.3303, -4.2559, 3.0488], [4.1029, -4.7755, 4.0765], [4.4293, -3.9849, 5.1711], [3.9880, -2.6706, 5.2306], [3.2203, -2.1522, 4.1966], [2.1700, -3.0777, 0.3267], [1.1642, -3.4189, -0.5765], [1.4705, -3.8867, -1.8469], [2.7946, -4.0349, -2.2297], [3.8081, -3.6982, -1.3420], [3.4987, -3.2095, -0.0818], [0.9799, -6.6956, 6.3635], [-0.7014, -6.3834, 5.9046], [0.5657, -5.1816, 5.5495], [-1.4927, -6.2406, 3.5452], [-0.8135, -7.2135, 2.2530], [-0.9629, -4.9514, 1.4508], [0.7353, -5.3392, 1.6388], [0.8296, -4.1166, 3.7663], [-0.8930, -3.8189, 3.7290], [-3.6573, -0.4948, 2.5562], [-4.2713, 0.9716, 4.3315], [-2.5250, 2.1395, 5.7870], [-0.5770, 0.7287, 6.0686], [0.0116, -1.0515, 4.4272], [-2.1426, -2.9611, -0.5445], [-3.9814, -4.5868, -0.8878], [-5.3539, -5.3220, 1.0378], [-4.8753, -4.4381, 3.2986], [-3.0224, -2.8420, 3.6343], [3.0765, -4.8807, 2.2015], [4.4383, -5.8039, 4.0278], [5.0316, -4.3923, 5.9739], [4.2490, -2.0457, 6.0757], [2.8890, -1.1192, 4.2276], [0.1245, -3.2837, -0.3100], [0.6705, -4.0961, -2.5460], [3.0361, -4.3888, -3.2242], [4.8454, -3.7987, -1.6387], [4.2998, -2.9190, 0.5898]], "forces_ev_per_angstrom": [[0.5949, 0.1904, 0.9477], [0.0094, -0.0121, -0.0094], [-0.0132, 0.0132, 0.0007], [0.0024, 0.0057, -0.0387], [0.0207, -0.1067, 0.1035], [-0.0255, -0.0203, -0.0184], [0.0032, 0.0018, 0.0209], [0.0024, 0.1258, 0.0340], [0.0250, -0.0877, 0.0774], [0.0228, -0.0226, 0.0470], [-0.0303, 0.0105, 0.0149], [0.0179, -0.0246, -0.0265], [-0.0118, 0.0268, 0.0462], [0.0140, -0.0458, -0.0225], [-0.0625, 0.1103, 0.0098], [0.0009, 0.0028, -0.0022], [-0.0037, 0.0009, 0.0042], [-0.0103, 0.0061, 0.0217], [0.0024, 0.0016, -0.0033], [-0.0018, 0.0030, -0.0059], [0.0056, 0.0016, -0.0007], [-0.0003, 0.0006, -0.0006], [-0.0003, 0.0033, 0.0026], [-0.0155, 0.0236, 0.0054], [-0.0553, -0.0188, 0.0185], [-0.0231, 0.0167, -0.0514], [-0.0053, 0.0216, -0.0256], [-0.1886, 0.0486, -0.3493], [0.0799, 0.0331, -0.0407], [-0.0004, -0.0716, -0.0366], [0.0012, -0.0369, 0.0163], [-0.0315, -0.0094, -0.0280], [-0.2048, -0.1344, -0.2671], [0.0219, 0.0212, -0.0089], [-0.0205, 0.0113, 0.0040], [-0.1871, 0.0112, -0.1296], [-0.0131, 0.0079, 0.0037], [0.0139, -0.0023, 0.0121], [0.0121, 0.0115, -0.0008], [0.0043, -0.0038, -0.0030], [-0.0026, 0.0122, 0.0012], [0.0212, -0.0286, 0.0299], [-0.0888, -0.1207, -0.1033], [0.0809, -0.1372, -0.1166], [-0.0270, 0.0134, 0.0115], [0.0039, -0.0023, -0.0276], [-0.0021, -0.0016, 0.0046], [0.0008, 0.0002, 0.0002], [0.0004, -0.0026, -0.0006], [-0.0029, -0.0003, -0.0037], [0.0136, 0.0057, 0.0005], [0.0055, 0.0018, -0.0055], [0.0134, 0.0132, 0.0073], [0.0031, -0.0009, -0.0108], [0.0268, 0.0134, 0.0879], [0.0622, 0.0503, -0.2811], [0.0807, -0.0154, 0.2008], [-0.0995, 0.0269, -0.0408], [0.1104, 0.0312, -0.0481], [0.0165, -0.0329, 0.0156], [-0.0380, 0.0259, -0.0205], [0.0502, -0.0326, 0.0015], [-0.0208, 0.0265, 0.0122], [-0.0079, 0.0151, -0.0475], [0.0225, 0.0150, -0.0067], [0.0247, -0.0075, -0.0115], [-0.0029, 0.0000, 0.0236], [0.0032, -0.0152, -0.0078], [-0.0082, 0.0302, -0.0033], [-0.0469, -0.0929, -0.0505], [0.0056, 0.0311, -0.0012], [-0.0159, 0.0024, -0.0248], [-0.0073, 0.0006, 0.0150], [-0.0010, -0.0052, -0.0049], [-0.0021, -0.0021, -0.0014], [-0.0134, 0.0150, 0.0111], [-0.0155, -0.0641, 0.0207], [0.0151, 0.0405, 0.0070], [-0.0012, 0.0242, 0.0250], [-0.0004, 0.0050, -0.0243], [0.0137, 0.0039, 0.0180], [0.0002, -0.0060, 0.0084], [-0.0077, -0.0016, 0.0037], [-0.0010, 0.0039, -0.0021], [0.0038, -0.0067, 0.0126], [-0.0001, -0.0041, 0.0015], [0.0005, 0.0023, -0.0020], [-0.0004, -0.0005, 0.0068], [0.0330, 0.0001, -0.0098], [-0.0312, 0.0233, -0.0058], [-0.0483, 0.0201, -0.0070], [-0.0111, 0.0047, -0.0250], [-0.0006, -0.0025, 0.0090], [0.0009, -0.0077, 0.0047], [-0.0036, -0.0005, 0.0008], [0.0106, 0.0086, 0.0064], [-0.0272, 0.0047, -0.0141], [0.0019, 0.0117, -0.0047], [0.0021, -0.0013, -0.0011], [0.0007, 0.0008, 0.0014], [-0.0058, -0.0030, 0.0005], [-0.0131, -0.0071, -0.0057], [0.0028, -0.0005, -0.0013], [-0.0001, 0.0002, -0.0015], [-0.0009, 0.0003, -0.0042], [0.0020, 0.0007, 0.0027], [-0.0300, 0.0168, 0.0459], [0.0059, -0.0062, 0.0047], [0.0017, -0.0007, 0.0042], [-0.0042, 0.0001, 0.0029], [-0.0007, -0.0056, -0.0044]], "lumo_energy_ha": 0.0810, "charge": -1, "gap_ev": 7.0, "relative_energy_kj_mol": 52.87}



Results for maximum force: 8.656, 3.614, 11.050, 0.766, 1.135 (in eV/Å, following the order of the records).